Computed, not measured: CH5NS2 as an isolated structure, with ωB97M-V/def2-TZVPD.

Output
Charge = 0
Lowest unoccupied orbital energy = -1.91 eV
E = -24275.2501 eV
Relative energy (zero: lowest compared OMol25 entry of this formula, charge and spin) = 297.7 kJ/mol
Spin multiplicity = 1
Highest occupied orbital energy = -7.202 eV
Gap between HOMO and LUMO = 5.29 eV

Geometry as XYZ:
```
9
CH5NS2 ωB97M-V/def2-TZVPD
C 1.498 0.288 1.236
N -0.984 -0.257 -0.825
S -0.014 0.986 1.633
S 0.198 -1.453 -1.440
H 1.453 -0.473 0.532
H 2.325 0.232 1.878
H -0.913 0.582 -1.309
H -2.011 -0.580 -0.798
H -0.605 0.223 0.269
```

Mulliken population analysis, charges in e, atoms 1 to 8: atom 1 (C): -0.15, atom 2 (N): -0.55, atom 3 (S): -0.23, atom 4 (S): -0.46, atom 5 (H): 0.11, atom 6 (H): 0.28, atom 7 (H): 0.34, atom 8 (H): 0.31

---

Computed, not measured: a 3-piece molecular cluster, C3H13NO2 overall, with ωB97M-V/def2-TZVPD.

Output
Charge = 0
Lowest unoccupied orbital energy = 0.70 eV
E = -8905.1303 eV
SMILES string = CN(C)C.O.O
Relative energy (zero: lowest compared OMol25 entry of this formula, charge and spin) = 221.5 kJ/mol
Spin multiplicity = 1
Highest occupied orbital energy = -8.363 eV
Gap between HOMO and LUMO = 9.06 eV

Geometry as XYZ:
```
19
C3H13NO2 ωB97M-V/def2-TZVPD
C -1.465 -0.956 -0.465
N -0.381 0.072 -0.812
C -0.497 1.289 -0.005
C -0.388 0.123 -2.333
H -1.490 -1.302 0.598
H -2.349 -0.785 -0.970
H -1.055 -1.949 -0.974
H 0.021 2.073 -0.509
H -0.039 0.924 0.921
H -1.528 1.367 0.231
H 0.609 0.548 -2.581
H -0.419 -0.933 -2.693
H -1.149 0.785 -2.739
O 2.858 0.738 1.066
H 3.506 0.449 1.766
H 2.516 -0.034 0.643
O 0.504 -1.190 3.110
H -0.110 -0.517 3.466
H 0.855 -0.703 2.281
```

Mulliken population analysis, charges in e, atoms 1 to 8: atom 1 (C): -1.05, atom 2 (N): 0.02, atom 3 (C): -0.85, atom 4 (C): -0.97, atom 5 (H): 0.32, atom 6 (H): 0.42, atom 7 (H): 0.31, atom 8 (H): 0.36